Here is an isolated molecule of C23H33N3O3 at a distorted geometry from the Open Molecules 2025 dataset. Energies are from ωB97M-V with the def2-TZVPD basis set.

Positions of all 62 atoms, in Å:
C  -6.070  1.079  1.443
H  3.282  1.107  -4.082
H  3.282  -0.814  -2.366
C  2.212  -0.635  -2.208
C  -1.661  0.494  0.324
H  -2.006  -2.455  -1.452
C  2.615  -2.024  -0.302
H  -4.776  -2.027  1.162
C  -5.023  -1.008  0.896
C  1.145  2.612  0.731
C  -4.970  0.797  -0.670
H  -4.367  -2.318  -1.412
H  -2.451  -2.077  0.212
H  3.107  3.354  0.668
C  -1.466  -0.479  -0.847
H  -1.605  0.068  -1.781
H  2.247  1.300  2.751
O  4.108  1.234  0.085
H  2.520  1.423  -1.733
C  3.590  0.802  1.099
C  3.908  -1.442  0.304
C  2.229  1.264  -3.859
H  -3.785  -0.884  -2.263
C  -3.839  -1.368  -1.286
H  -4.670  1.201  -1.627
C  -5.686  1.586  0.213
N  0.551  3.255  -0.216
C  -4.625  -0.508  -0.338
H  -2.645  0.958  0.268
C  1.780  -2.690  0.799
H  3.513  -2.024  2.785
H  1.636  0.690  -4.569
H  -1.571  -0.040  1.272
H  2.315  -3.572  1.157
H  4.534  -2.250  0.693
C  2.885  -1.187  2.457
C  2.411  2.974  1.418
H  3.835  2.092  2.774
C  3.012  1.764  2.134
H  2.756  -0.520  3.307
H  0.943  -0.883  1.596
C  1.542  -1.720  1.954
H  4.464  -0.882  -0.450
N  -0.584  2.581  -0.507
H  -6.628  1.693  2.134
H  2.002  2.318  -3.991
H  0.827  -3.011  0.377
O  0.442  1.514  1.101
H  -5.944  2.599  -0.059
H  -0.436  -0.840  -0.823
C  1.915  0.843  -2.431
H  2.884  -2.778  -1.060
C  -2.415  -1.676  -0.804
N  3.576  -0.525  1.374
C  -5.738  -0.222  1.781
C  -0.631  1.556  0.275
H  2.205  3.776  2.132
H  0.863  1.035  -2.214
H  1.652  -1.255  -2.927
O  1.834  -1.008  -0.893
H  -6.040  -0.626  2.737
H  1.007  -2.219  2.763

Output
Frontier orbital gap ... 9.709 eV
LUMO ... 0.68 eV
F_max ... 1.4 eV Å⁻¹
Energy relative to the best compared isomer or geometry (same formula, charge and spin) ... 24.4 kcal per mole


Here is a structure of composition C23H33N3O7PS at a distorted geometry from the Open Molecules 2025 dataset. Energies are from ωB97M-V with the def2-TZVPD basis set.

Positions of all 68 atoms, in Å:
H  -0.059  -1.123  2.251
C  -1.419  -0.511  -4.001
H  1.431  1.984  7.892
O  1.345  -1.321  -3.277
H  3.952  -1.764  0.283
C  0.407  -1.034  -0.585
H  -0.922  -1.141  -4.753
C  -0.295  2.013  -1.534
O  2.343  -2.531  -0.785
H  1.139  -6.106  -3.860
H  -4.726  1.207  -0.592
H  0.039  3.788  -3.421
S  -3.846  2.712  -3.017
C  0.879  2.175  6.959
N  -1.295  2.848  -2.116
C  -0.539  1.567  -0.184
C  1.428  -1.898  0.082
C  3.641  -0.545  -1.479
H  -0.179  -0.658  6.979
H  -4.346  2.105  0.923
C  0.747  0.994  4.800
H  1.736  -3.720  -3.433
C  -4.287  2.112  -0.158
N  0.916  0.976  6.158
C  -2.628  2.567  -1.866
H  -1.137  2.685  -4.238
H  1.220  -0.053  7.936
H  4.326  -2.576  -1.267
O  -2.153  1.805  1.566
C  0.373  -5.363  -3.609
H  -0.626  -1.213  -0.106
H  0.199  -1.125  4.671
C  0.841  2.087  2.612
H  1.337  3.023  6.443
H  -0.047  -4.990  -4.549
H  -3.217  -1.314  -4.833
C  0.492  0.878  1.920
C  0.389  -0.194  4.127
P  0.252  -1.670  -2.316
H  -0.941  0.477  -4.043
H  -4.815  2.969  -0.592
H  -3.502  -0.324  -3.377
C  3.639  -1.881  -0.773
O  0.712  1.710  -2.171
H  3.309  0.258  -0.809
H  1.451  -4.609  -1.909
C  0.355  0.624  0.404
H  3.000  -0.572  -2.368
O  -0.063  -3.276  -2.411
H  1.368  0.581  -0.089
C  -2.895  -0.425  -4.280
H  4.672  -0.313  -1.768
H  1.222  3.087  4.519
C  -0.992  3.424  -3.432
H  -3.098  0.447  -4.908
H  1.493  -1.025  6.445
C  0.854  -0.264  6.915
C  0.955  2.146  3.998
C  0.240  -0.215  2.760
N  -2.874  2.202  -0.558
H  -1.715  4.239  -3.586
O  1.520  -2.134  1.275
H  -0.413  -5.867  -3.039
H  -0.158  2.463  7.244
C  -1.856  1.878  0.373
H  1.028  3.018  2.052
O  -1.191  -1.061  -2.674
C  0.981  -4.231  -2.821

Output
Frontier orbital gap ... 6.874 eV
LUMO ... 2.68 eV
Charge ... -1
F_max ... 4.3 eV Å⁻¹
Energy relative to the best compared isomer or geometry (same formula, charge and spin) ... 32.9 kcal per mole


Here is an isolated molecule of C23H33N5O from the Open Molecules 2025 dataset. Energies are from ωB97M-V with the def2-TZVPD basis set.

Positions of all 62 atoms, in Å:
C  2.398  2.421  -0.527
H  -2.427  0.265  -2.102
H  -5.456  -1.370  0.069
H  0.854  -2.643  1.753
H  1.540  -2.227  -2.454
H  -1.575  0.405  0.550
H  -3.613  1.522  1.818
H  2.104  1.689  -1.271
N  3.358  -0.198  0.197
C  -2.867  1.983  -0.906
C  4.171  0.876  0.430
H  -3.197  2.647  -1.708
H  -3.588  -0.056  3.523
C  -1.105  0.210  -0.416
C  1.074  -1.748  -1.592
H  1.432  -0.718  -1.557
H  -1.437  2.229  -3.229
H  5.917  -1.589  0.517
C  4.770  -3.469  0.160
N  1.727  3.556  -0.572
C  -0.454  -1.743  -1.763
C  -0.840  -2.000  0.563
H  -0.795  -2.771  -1.924
C  -0.895  1.742  -2.421
C  2.071  4.522  0.262
H  -3.230  -1.709  2.998
H  -1.406  -1.606  1.408
C  -4.110  1.323  -0.296
H  2.373  -0.021  0.074
O  5.354  0.801  0.673
C  -1.863  0.990  -1.506
H  -4.895  2.084  -0.232
H  -0.724  -1.159  -2.644
H  3.388  5.237  1.802
C  -3.937  -0.884  2.910
C  0.661  -1.998  0.894
H  -0.072  0.591  -0.360
C  1.447  -2.513  -0.317
H  -1.163  -3.031  0.385
C  5.000  -2.098  0.318
H  -4.462  0.540  -0.966
N  2.874  -2.536  -0.081
C  3.816  3.215  1.216
H  -2.366  2.600  -0.157
C  -4.100  -0.475  1.475
C  3.753  -1.527  0.157
N  3.499  -3.718  -0.077
H  1.188  -3.568  -0.466
H  -4.892  -1.228  3.307
H  0.964  -0.986  1.168
H  -3.747  -1.682  -0.253
H  4.640  3.064  1.897
H  -0.169  1.066  -2.868
H  5.477  -4.272  0.210
C  3.123  4.411  1.161
C  3.435  2.174  0.371
C  -3.905  0.779  1.084
N  -1.173  -1.229  -0.616
H  1.481  5.427  0.195
C  -4.493  -1.578  0.532
H  -4.570  -2.523  1.064
H  -0.358  2.506  -1.861

Output
Frontier orbital gap ... 8.829 eV
LUMO ... 0.34 eV
F_max ... 0.9 eV Å⁻¹
Energy relative to the best compared isomer or geometry (same formula, charge and spin) ... 58.4 kcal per mole


Here is a structure of composition C23H33N5OPRbS from the Open Molecules 2025 dataset. Energies are from ωB97M-V with the def2-TZVPD basis set.

Positions of all 65 atoms, in Å:
C  -4.993  -0.815  -0.053
C  -1.140  0.582  -5.961
C  2.485  2.189  0.578
H  0.668  0.805  2.992
H  -1.253  -3.913  -1.704
N  -2.489  -3.511  -0.041
C  -6.157  -1.357  0.472
H  0.178  1.730  -4.704
H  -3.468  -5.127  0.890
H  -0.019  -5.824  -0.046
N  -1.447  -5.198  1.360
C  -0.237  -2.477  1.621
H  -4.010  1.227  -4.399
C  1.331  1.035  2.167
H  -4.962  -2.352  -3.059
H  -1.339  -2.219  -1.263
N  -3.175  -0.588  -3.166
C  -4.552  -1.181  -1.323
C  -1.258  -3.226  -0.858
H  0.425  1.992  -6.436
C  -3.240  -0.642  -1.851
H  0.628  -5.379  1.522
H  -0.496  -0.293  -5.971
C  -2.028  -0.362  -3.862
H  2.847  2.992  -0.050
H  -3.865  -0.280  -7.066
H  -0.783  -4.502  3.212
H  -3.315  -3.316  -0.617
C  -4.364  0.005  -6.138
C  -1.587  -4.301  2.506
H  -2.520  -1.586  0.815
C  -5.300  -2.097  -2.063
H  -2.544  -4.508  2.991
Rb  0.179  0.621  -0.677
H  -0.257  -1.400  1.448
H  -4.417  -0.090  0.509
H  -5.314  0.478  -6.395
H  2.453  -0.868  1.871
H  -2.391  -5.580  -0.462
C  2.973  0.871  0.595
H  3.777  0.480  -0.015
C  -0.329  1.835  -5.663
H  -7.789  -2.714  0.151
H  -7.021  -3.374  -2.105
C  -3.501  0.953  -5.318
S  -0.496  -1.016  -3.494
N  -1.551  -2.899  2.124
H  -3.302  1.871  -5.875
C  -0.104  -5.096  0.764
O  -2.360  -0.363  -0.997
N  -2.202  0.364  -4.985
H  0.922  3.188  1.802
C  -6.451  -2.658  -1.527
C  1.472  2.292  1.549
C  -2.497  -4.954  0.424
H  0.513  -2.635  2.398
C  2.260  0.156  1.574
C  -6.882  -2.288  -0.260
H  -3.568  -2.797  1.623
H  -0.968  2.719  -5.628
H  -1.618  0.662  -6.940
H  -4.568  -0.897  -5.562
H  -6.502  -1.050  1.452
P  0.311  -3.400  0.100
C  -2.584  -2.604  1.195

Output
Frontier orbital gap ... 6.049 eV
LUMO ... -0.15 eV
F_max ... 0.5 eV Å⁻¹
Energy relative to the best compared isomer or geometry (same formula, charge and spin) ... 5.0 kcal per mole


Here is an isolated molecule of C23H33NO2S from the Open Molecules 2025 dataset. Energies are from ωB97M-V with the def2-TZVPD basis set.

Positions of all 60 atoms, in Å:
H  1.555  5.078  -2.845
C  1.842  0.151  1.482
H  1.080  -2.639  1.450
H  -0.212  5.138  -2.645
C  3.378  1.416  -3.451
H  0.627  -0.962  0.069
C  0.624  4.512  -2.956
H  0.231  3.316  -0.035
C  2.013  -0.979  2.513
O  0.588  3.392  -2.108
C  3.296  -0.748  3.310
H  1.164  -0.922  3.202
C  3.264  0.279  -2.682
C  1.419  1.262  -1.434
O  1.766  1.362  2.215
C  -2.226  0.636  -0.273
H  -1.178  1.945  -1.614
H  2.497  2.546  0.693
H  -2.156  1.079  0.733
C  2.292  0.215  -1.697
C  -4.545  -4.819  -0.476
C  1.508  2.391  -2.275
C  2.494  2.461  -3.252
C  2.045  -2.362  1.866
C  0.342  2.409  0.551
H  -2.887  -6.166  0.013
H  2.577  3.334  -3.878
H  2.738  0.191  0.840
C  0.352  1.157  -0.344
H  3.379  -1.474  4.116
H  4.165  -0.847  2.663
C  -3.531  -1.072  1.981
H  2.791  -2.394  1.074
C  0.585  -0.023  0.617
H  2.312  -3.107  2.612
C  -3.578  -1.292  0.457
N  -2.416  -0.801  -0.260
H  -4.407  -1.517  2.448
H  -3.115  1.062  -0.751
H  -2.640  -1.542  2.396
C  -0.991  1.001  -1.102
S  -2.419  -3.843  0.550
C  -3.716  -2.755  0.170
H  -4.457  -0.778  0.048
H  -5.679  -2.944  -0.674
C  1.630  2.477  1.369
H  -1.586  -1.266  0.091
H  -0.498  2.345  1.245
H  -0.256  -0.065  1.312
H  -0.874  0.226  -1.863
H  3.923  -0.561  -2.840
H  3.291  0.251  3.736
C  -4.768  -3.426  -0.365
C  -3.323  -5.187  -0.023
H  4.136  1.495  -4.216
H  1.625  3.348  2.029
H  -3.516  -0.011  2.218
H  0.489  4.230  -4.005
H  -5.267  -5.508  -0.878
H  2.225  -0.697  -1.127

Output
Frontier orbital gap ... 9.259 eV
LUMO ... 0.74 eV
F_max ... 0.5 eV Å⁻¹
Energy relative to the best compared isomer or geometry (same formula, charge and spin) ... 1.9 kcal per mole


Here is a cluster of 8 separate species, C23H33O22 in total at a distorted geometry from the Open Molecules 2025 dataset. Energies are from ωB97M-V with the def2-TZVPD basis set.

Positions of all 78 atoms, in Å:
C  2.689  3.633  0.454
O  5.951  -1.252  1.463
C  -2.768  2.721  4.384
O  -1.583  -0.393  4.063
O  -5.347  -1.205  -1.422
C  -3.263  -1.325  1.293
H  3.154  4.338  -0.235
H  -3.772  2.678  3.962
H  0.685  2.775  0.777
C  3.249  -1.983  -4.499
O  4.632  -1.971  -4.169
C  -0.163  0.305  -0.523
H  -2.335  -3.774  -0.982
O  -0.592  -7.149  -1.477
C  5.181  -1.103  0.284
H  4.196  -1.486  0.567
H  -4.560  -0.041  2.437
H  2.964  2.622  0.158
C  1.308  -0.138  -0.668
H  0.002  -3.102  -1.206
H  -2.097  3.494  2.540
H  -2.724  3.493  5.153
C  1.175  3.735  0.599
H  3.090  -2.483  -5.458
H  -0.852  -0.305  -1.110
C  -4.689  2.260  -1.505
O  -1.308  1.584  3.021
C  -3.308  2.501  -0.864
H  2.495  -2.182  -2.413
O  3.183  3.892  1.770
H  -2.991  -2.346  1.553
O  -5.533  -1.081  0.814
H  -2.889  3.473  -1.114
O  -5.567  2.220  -0.392
O  2.415  5.142  3.485
H  -0.474  0.319  0.528
C  -4.647  -0.989  1.910
C  6.612  -0.107  1.733
O  7.461  0.003  2.557
H  1.498  -0.235  -1.763
H  -2.637  1.671  -1.075
H  -0.059  -3.383  -2.944
O  -5.418  2.278  1.818
O  3.745  -3.702  -3.156
C  2.666  -2.757  -3.331
H  1.905  0.733  -0.307
C  5.014  0.417  0.193
H  5.439  -1.574  -0.666
H  4.001  0.626  0.556
H  -4.666  1.319  -2.053
C  -0.336  -3.799  -1.978
O  6.141  0.868  0.937
H  -4.946  3.042  -2.216
O  -2.370  1.484  4.980
H  1.852  -3.417  -3.615
C  -1.854  -4.043  -1.920
C  -1.662  2.922  3.362
H  -4.852  -1.802  2.604
C  -0.770  -6.007  -1.751
H  -2.289  -3.523  -2.771
H  0.644  4.191  -0.234
O  1.701  -1.311  -0.088
H  -2.433  -0.670  1.537
O  5.967  -3.366  -2.993
C  -1.684  0.787  4.041
C  2.199  4.518  2.496
C  4.909  -3.031  -3.412
H  2.833  -0.985  -4.634
C  -4.831  -1.175  -0.343
O  -3.564  2.485  0.546
O  -1.945  -5.458  -2.073
O  1.041  4.417  1.848
O  0.215  -5.104  -1.778
H  -0.812  3.508  3.707
O  -3.534  -1.265  -0.131
H  5.029  0.886  -0.792
C  -4.895  2.323  0.758
H  -0.221  1.362  -0.825

Output
Frontier orbital gap ... 6.163 eV
LUMO ... 1.84 eV
Charge ... -1
F_max ... 2.8 eV Å⁻¹
Energy relative to the best compared isomer or geometry (same formula, charge and spin) ... 27.8 kcal per mole


Here is a structure of composition C23H34AsF6KN8O6 at a distorted geometry from the Open Molecules 2025 dataset. Energies are from ωB97M-V with the def2-TZVPD basis set.

Positions of all 79 atoms, in Å:
H  -3.605  1.181  -5.693
C  -2.995  -0.033  3.252
O  -0.814  -4.694  4.555
N  4.991  -0.182  0.427
H  3.533  1.436  0.478
C  5.586  -2.173  2.862
O  1.710  2.948  -5.055
C  3.451  -1.464  2.795
C  -1.576  5.465  -0.950
C  -4.774  -3.175  -0.836
N  4.189  -0.563  3.525
O  0.283  1.401  -4.562
F  -0.885  -1.235  1.187
C  -3.890  -2.266  -0.365
H  6.475  -1.482  -0.305
N  -4.215  0.745  2.981
C  5.958  -0.554  -0.494
H  6.188  -0.562  4.282
H  -2.989  -0.163  4.335
N  -0.584  3.690  -0.125
N  -0.493  -3.870  3.724
H  1.266  -2.790  4.015
C  -0.269  5.851  -0.544
H  1.397  3.754  -2.713
H  -5.459  -0.464  -5.198
C  -4.015  -4.309  -1.261
C  -2.694  -4.019  -0.990
H  -2.574  3.493  -0.956
F  1.082  0.381  1.615
C  -4.757  -0.125  -4.454
K  3.356  -1.823  -1.466
H  -3.964  -1.265  0.036
F  1.356  0.500  -0.901
O  -5.216  0.590  3.662
H  -1.808  -4.631  -1.033
H  -0.350  3.310  -2.862
H  -2.325  6.121  -1.365
C  -1.720  4.117  -0.754
H  -3.129  -1.021  2.817
O  -0.788  -3.873  2.555
N  0.913  2.407  -4.322
N  -3.846  0.827  -4.786
H  6.342  0.280  -2.560
C  5.456  -1.019  3.635
H  0.003  -2.588  5.320
H  2.400  -1.332  2.618
H  -1.775  -2.331  -0.115
As  0.274  -0.322  0.234
H  -5.306  -1.021  -2.572
H  -2.047  0.431  3.006
C  -3.065  1.112  -3.687
N  -2.634  -2.799  -0.371
C  -4.657  -0.330  -3.083
H  -5.832  -3.034  -0.989
H  -0.145  -1.785  3.723
C  4.289  -2.506  2.437
C  -3.515  0.327  -2.633
H  -4.454  -5.190  -1.699
H  3.832  0.253  3.989
O  -4.230  1.490  2.004
H  0.843  2.109  -2.312
C  0.306  4.709  -0.005
F  1.458  -1.696  0.235
H  4.526  1.881  -2.055
C  4.872  1.195  -1.295
H  -0.407  2.730  0.149
H  6.462  -2.798  2.821
H  4.165  -3.391  1.830
F  -0.804  1.032  0.237
C  5.906  0.317  -1.575
H  -2.143  1.658  -3.799
C  0.213  -2.661  4.261
H  4.816  -0.710  1.263
F  -0.531  -0.949  -1.187
H  0.201  6.820  -0.572
C  4.249  0.881  -0.103
H  -3.043  0.302  -1.665
C  0.680  2.976  -2.949
H  1.296  4.477  0.354

Output
Frontier orbital gap ... 6.426 eV
LUMO ... -1.04 eV
F_max ... 2.6 eV Å⁻¹